[1]
Here is an isolated molecule of CH4INOS at a distorted geometry from OMol25. Energies are from the ωB97M-V functional and the def2-TZVPD basis.

```
! RIJCOSX wB97M-V def2-TZVPD def2/J DEFGRID3
* xyz 0 1
C 0.75985 -0.01811 0.03764
S -0.53048 -1.04175 -0.42573
N -1.87548 -0.50118 -0.06428
O -0.27646 -1.46432 -2.16252
I -0.04041 -3.03471 0.88008
H 0.50603 0.48351 0.88702
H 1.61176 -0.68238 -0.19271
H 0.56259 0.80408 -0.64637
H -2.49644 -0.91506 -0.73777
*
```

Values from the calculation:
HOMO level: -9.81 eV
Total energy: -23571.2867 eV
SMILES: C[S@@](=N)(=O)I

=====

[2]
Here is an isolated molecule of C6H9BrO at a distorted geometry from OMol25. Energies are from the ωB97M-V functional and the def2-TZVPD basis.

```
! RIJCOSX wB97M-V def2-TZVPD def2/J DEFGRID3
* xyz 0 1
C 0.97325 -0.06276 -1.52206
C 0.03082 -0.18503 -0.23254
C 0.87493 -0.86516 0.91618
C -0.65262 1.05735 0.09396
C -1.98831 -0.16359 0.62406
Br -3.91345 0.11767 0.20991
C -1.19507 -1.06595 -0.24025
O -1.40036 -2.03516 -0.92900
H 0.54628 -0.45955 -2.42434
H 1.94536 -0.53166 -1.39080
H 1.25158 0.98431 -1.59244
H 1.31064 -1.92559 0.57874
H 0.23504 -0.91790 1.84500
H 1.75393 -0.28280 1.19769
H -0.78332 1.57788 -0.89806
H -0.28602 1.45805 0.98358
H -1.90084 -0.45690 1.66806
*
```

Values from the calculation:
HOMO level: -9.60 eV
Total energy: -78455.3515 eV
SMILES: CC1(C)C[C@@H](Br)C1=O

=====

[3]
Here is a structure of composition C57H62Ge2N5OS4W at a distorted geometry from OMol25. Energies are from the ωB97M-V functional and the def2-TZVPD basis.

```
! RIJCOSX wB97M-V def2-TZVPD def2/J DEFGRID3
* xyz 3 1
W 1.93322 0.09744 0.16703
N 2.86536 0.22967 4.54841
C 1.92875 0.20240 3.61129
N 2.53633 0.12249 2.45418
C 3.85446 0.11191 2.77119
N 4.12144 0.17492 4.03597
C 4.82787 0.05786 1.70885
C 6.18675 -0.04202 1.92238
N 7.04099 -0.08768 0.90211
C 6.51137 -0.03099 -0.32053
C 5.14899 0.05997 -0.51950
N 4.31360 0.10643 0.49873
H 2.73775 0.28874 5.54286
H 0.86835 0.24006 3.79891
H 6.57657 -0.08904 2.93605
H 7.18860 -0.06012 -1.16980
H 4.73335 0.09810 -1.50563
C 1.82605 -3.12348 -6.07398
C 1.13133 -3.13518 -4.73464
C 1.56508 -3.99907 -3.72236
C 0.86184 -4.15247 -2.54406
C 1.29233 -5.20181 -1.53264
C -0.31375 -3.36792 -2.34648
C -0.74454 -2.46828 -3.35190
C -2.06789 -1.73976 -3.24471
C 0.01463 -2.34075 -4.50826
C -1.27818 -3.75291 -1.27239
C -2.19247 -4.78734 -1.41964
C -3.05731 -5.08035 -0.36902
C -3.00512 -4.36236 0.82335
C -2.10196 -3.31200 1.02141
C -1.27993 -3.05091 -0.06927
Ge 0.11968 -1.79821 -0.28511
S 2.23054 -2.26502 0.37848
S -0.10188 0.33650 -1.41017
Ge -0.17797 1.74400 0.46844
S 1.97589 2.42125 0.62776
S -0.19070 -0.25451 1.59128
C -1.43990 3.09907 0.06709
C -1.81178 3.42768 -1.23128
C -2.70865 4.49248 -1.33485
C -3.14784 5.17765 -0.20509
C -2.70551 4.83275 1.07007
C -1.82566 3.76879 1.22919
C -1.30593 3.30195 2.55380
C -0.15874 3.88528 3.12035
C 0.56987 5.02392 2.42968
C 0.25824 3.44074 4.37450
C -0.45980 2.48566 5.08804
C -0.05346 2.09726 6.49374
C -1.60382 1.93159 4.50933
C -2.05039 2.33741 3.25756
C -3.34651 1.80981 2.67811
C -1.27106 2.76256 -2.45926
C -2.05289 1.82028 -3.14640
C -3.38485 1.34221 -2.59677
C -1.58882 1.33306 -4.36747
C -0.37383 1.73519 -4.91421
C 0.09423 1.21437 -6.25759
C 0.38956 2.66447 -4.20864
C -0.04482 3.21096 -3.00541
C 0.74895 4.33060 -2.35690
C -2.03531 -2.65694 2.37572
C -3.09443 -1.85092 2.80975
C -4.23080 -1.44624 1.88494
C -3.11450 -1.44066 4.14328
C -2.10747 -1.77106 5.03834
C -2.18933 -1.36254 6.49415
C -1.04447 -2.53727 4.57237
C -1.00110 -3.01481 3.26640
C 0.11058 -3.97069 2.86458
H 2.89708 -3.31710 -5.98154
H 1.67001 -2.18589 -6.61321
H 1.41330 -3.92343 -6.69709
H 2.45275 -4.61022 -3.89231
H 2.35148 -5.44536 -1.64471
H 0.72493 -6.12809 -1.68185
H 1.10950 -4.89570 -0.50198
H -2.44154 -1.67857 -2.22467
H -2.83117 -2.26569 -3.83124
H -1.98194 -0.73298 -3.65211
H -0.32625 -1.66169 -5.29223
H -2.22922 -5.35268 -2.34599
H -3.77184 -5.89302 -0.47295
H -3.66436 -4.62628 1.64860
H -3.04227 4.79581 -2.32320
H -3.83892 6.00793 -0.32297
H -3.04351 5.38851 1.94113
H 0.62829 4.89057 1.34744
H 1.58053 5.14546 2.82293
H 0.03805 5.96705 2.59485
H 1.14180 3.89539 4.82702
H 0.97187 2.40284 6.72012
H -0.16496 1.01967 6.66848
H -0.69724 2.59651 7.22268
H -2.18557 1.19542 5.06752
H -3.78315 1.06465 3.33381
H -3.20462 1.35311 1.69080
H -4.07069 2.62230 2.54596
H -3.39722 1.32886 -1.50393
H -3.61873 0.33760 -2.95997
H -4.20330 1.99802 -2.91762
H -2.21435 0.63633 -4.92624
H -0.59991 0.48172 -6.67332
H 1.08436 0.75218 -6.18245
H 0.18325 2.03316 -6.97761
H 1.32508 3.02216 -4.64444
H 1.68804 4.50033 -2.88556
H 0.97857 4.13266 -1.31327
H 0.18285 5.27008 -2.37864
H -3.89376 -1.31648 0.85178
H -4.68759 -0.51092 2.21938
H -5.02528 -2.20176 1.87084
H -3.96857 -0.86641 4.50070
H -2.87172 -0.52263 6.64365
H -1.20771 -1.09534 6.89575
H -2.56307 -2.19218 7.10058
H -0.25643 -2.82874 5.26707
H 0.81692 -4.11407 3.68391
H 0.67279 -3.62347 2.00313
H -0.29388 -4.95489 2.59863
C 3.76377 -0.73913 -3.42859
C 2.80202 0.30463 -2.93035
C 3.22993 1.72988 -3.18448
O 2.64495 0.12284 -1.45917
H 3.61420 -0.85381 -4.50011
H 3.58361 -1.69542 -2.95530
H 4.80718 -0.44961 -3.26524
H 1.83384 0.14741 -3.35679
H 4.31043 1.85247 -3.09185
H 2.73932 2.41410 -2.49967
H 2.93891 2.00771 -4.19981
*
```

Values from the calculation:
HOMO level: -15.22 eV
Total energy: -227793.3591 eV

=====

[4]
Here is a cluster of 2 separate species, C5H11O2 in total at a distorted geometry from OMol25. Energies are from the ωB97M-V functional and the def2-TZVPD basis.

```
! RIJCOSX wB97M-V def2-TZVPD def2/J DEFGRID3
* xyz -1 1
C -1.40358 1.46607 0.00063
C -1.67476 1.89652 1.43837
H -1.50680 0.37555 -0.08315
H -2.12316 1.96103 -0.65239
H -0.37446 1.63853 -0.32062
H -0.99222 1.45258 2.15943
H -2.67206 1.50889 1.71564
H -1.92611 2.95836 1.55095
C 1.45657 -1.21857 0.02780
C 1.99263 -0.88182 -1.35260
C 0.06816 -1.93604 -0.11986
O 0.01509 -3.06707 0.41994
O -0.77936 -1.40031 -0.86938
H 2.06965 -1.94287 0.56421
H 1.44819 -0.34210 0.68819
H 2.17407 -1.80945 -1.89974
H 2.94707 -0.34199 -1.31878
H 1.28107 -0.31732 -1.94863
*
```

Values from the calculation:
HOMO level: -3.94 eV
Total energy: -9459.6394 eV

=====

[5]
Here is a structure of composition C16H16AlB2Br8O18V at a distorted geometry from OMol25. Energies are from the ωB97M-V functional and the def2-TZVPD basis.

```
! RIJCOSX wB97M-V def2-TZVPD def2/J DEFGRID3
* xyz 2 1
O 4.93219 -1.83752 3.13194
V 4.26694 -2.62778 1.94631
O 5.13112 -3.91874 1.64011
Al 1.12463 3.27076 -2.87296
O -0.96714 -1.74403 3.05640
C -0.22052 -1.26401 2.26431
O -0.51347 -0.28859 1.38060
B 0.72722 0.05234 0.63118
O 1.72436 -0.91248 1.04628
C 1.29399 -1.61994 2.04435
O 1.95358 -2.44060 2.63189
O 0.59814 -0.05074 -0.81582
C 1.00193 1.07664 -1.38354
O 1.05263 1.36723 -2.54594
C 1.26922 2.07105 -0.22486
O 1.13858 1.44356 0.92520
O 1.68453 3.16263 -0.49493
O 1.96945 1.00237 -4.50695
C 2.24679 -0.15980 -4.29683
O 1.75714 -0.81609 -3.32389
B 2.41248 -2.12704 -3.14424
O 3.18733 -2.26097 -4.44349
C 3.19479 -1.12244 -5.09318
O 3.79245 -0.84619 -6.08923
O 1.44296 -3.17071 -2.87984
C 1.63050 -3.64717 -1.68314
O 1.02245 -4.50485 -1.11765
C 2.81084 -2.88707 -1.03311
O 3.33360 -2.16693 -1.99358
O 3.12723 -3.02730 0.12442
Br -5.50700 -0.98178 2.76714
C -3.93367 -1.40714 1.73979
C -4.31522 -2.09709 0.47878
Br -5.20808 -0.96717 -0.87964
H -3.30151 -2.05652 2.34682
H -3.38198 -0.50325 1.48494
H -4.99154 -2.93368 0.63943
H -3.41138 -2.48291 0.00371
Br 1.58036 5.42150 -0.10754
C -0.10743 5.75126 0.82135
C -1.06261 6.57765 -0.07477
Br -1.51185 5.54609 -1.70570
H 0.01784 6.24693 1.78215
H -0.62524 4.81143 1.00041
H -0.61822 7.51664 -0.38903
H -1.97437 6.68223 0.50828
Br -2.51089 3.00511 -4.24255
C -3.45900 1.31925 -3.84159
C -4.72384 1.22697 -4.62418
Br -4.47132 0.38911 -6.42770
H -3.80158 1.44156 -2.81241
H -2.77024 0.48599 -3.94534
H -5.06563 2.24390 -4.81137
H -5.44003 0.66769 -4.02284
Br 1.76519 -4.04249 7.48678
C 1.97888 -2.58686 6.20382
C 1.16770 -1.36333 6.66196
Br 1.38457 0.03063 5.29456
H 1.68869 -2.94538 5.22178
H 3.04721 -2.39625 6.27061
H 1.33812 -1.04931 7.68820
H 0.09817 -1.55635 6.60431
*
```

Values from the calculation:
HOMO level: -13.67 eV
Total energy: -647670.3885 eV

=====

[6]
Here is a structure of composition C44H33N5NiO3PS at a distorted geometry from OMol25. Energies are from the ωB97M-V functional and the def2-TZVPD basis.

```
! RIJCOSX wB97M-V def2-TZVPD def2/J DEFGRID3
* xyz 1 3
Ni -0.31035 -0.10308 0.36242
S -6.52426 -4.03767 2.29687
N -5.82057 -2.77246 3.01004
C -4.78828 -2.38208 2.27518
C -3.89326 -1.30442 2.55737
C -4.00881 -0.51314 3.70102
C -3.10156 0.50390 3.89661
C -2.11109 0.70625 2.93859
N -1.98353 -0.02935 1.84474
C -2.85759 -1.03342 1.63397
C -2.69923 -1.83538 0.43921
N -1.71229 -1.50594 -0.42050
C -1.56419 -2.22971 -1.51790
C -2.34726 -3.34200 -1.82210
C -3.36035 -3.69729 -0.95925
C -3.56395 -2.92523 0.18462
C -4.61888 -3.18707 1.11357
N -5.53322 -4.14337 1.02707
H -4.80111 -0.72204 4.40125
H -3.14058 1.13501 4.77031
H -1.38352 1.49307 3.10362
H -0.79490 -1.91503 -2.21398
H -2.15372 -3.91377 -2.71592
H -4.00375 -4.54290 -1.14160
O -0.66534 2.28613 0.31740
C -1.56895 2.88241 -0.52772
C -0.67603 1.05271 -2.54321
O -1.40457 1.39033 -3.35796
O 0.07470 0.66943 -1.76126
C -2.97164 2.67584 -0.20408
C -3.92294 2.24812 -1.13120
C -5.24506 2.10983 -0.75102
C -5.63819 2.40242 0.54651
C -4.69519 2.79940 1.48131
C -3.37201 2.92189 1.11562
C -1.08740 3.81314 -1.47371
C 0.26988 4.20398 -1.40235
C 0.76893 5.18765 -2.21790
C -0.05368 5.80349 -3.15327
C -1.39398 5.43580 -3.23773
C -1.91846 4.46868 -2.41199
H -1.14695 1.98659 1.10845
H -3.60925 1.99494 -2.13352
H -5.97258 1.78117 -1.47798
H -6.67732 2.32659 0.82576
H -4.99151 3.03977 2.49143
H -2.65070 3.28631 1.83450
H 0.89164 3.74578 -0.65131
H 1.79856 5.49571 -2.10922
H 0.34127 6.56931 -3.80330
H -2.04050 5.93216 -3.94590
H -2.96612 4.21827 -2.47664
N 1.40091 -1.45803 -0.39749
C 2.03743 -2.10474 0.69035
C 2.56345 -3.38387 0.58968
C 3.20321 -3.95432 1.67821
C 3.32069 -3.25320 2.86792
C 2.78539 -1.98080 2.98043
C 2.12631 -1.40970 1.90017
P 1.30022 0.22176 1.92572
C 2.74161 1.30593 1.66910
C 2.81993 2.02319 0.48156
C 3.93372 2.79501 0.20568
C 4.98154 2.83624 1.11076
C 4.89949 2.13595 2.30520
C 3.78460 1.37049 2.58753
C 0.89173 0.41332 3.68319
C 1.05562 1.62096 4.35456
C 0.63742 1.74541 5.66863
C 0.05232 0.66986 6.31649
C -0.14943 -0.52329 5.63854
C 0.25607 -0.64930 4.32324
H 1.30388 -2.08747 -1.18862
H 1.93366 -0.63848 -0.69094
H 2.47916 -3.93132 -0.33894
H 3.61719 -4.94813 1.59695
H 3.81667 -3.69838 3.71803
H 2.86888 -1.43702 3.91131
H 1.99707 1.96461 -0.21834
H 3.98627 3.36920 -0.70732
H 5.86540 3.41400 0.88910
H 5.70424 2.19225 3.02286
H 3.72231 0.81836 3.51326
H 1.53863 2.44640 3.85305
H 0.76632 2.68378 6.18646
H -0.25486 0.76880 7.34727
H -0.63224 -1.35165 6.13482
H 0.09285 -1.57309 3.78330
*
```

Values from the calculation:
HOMO level (alpha / beta): -8.76 / -10.05 eV
Total energy: -120920.8478 eV

=====

[7]
Here is an isolated molecule of C4H8N2OS at a distorted geometry from OMol25. Energies are from the ωB97M-V functional and the def2-TZVPD basis.

```
! RIJCOSX wB97M-V def2-TZVPD def2/J DEFGRID3
* xyz 0 1
N 0.07565 0.36873 -1.79019
C 1.03726 0.65854 -0.79027
C 0.99321 -0.42968 0.34317
C 0.59043 0.91421 0.64886
S -0.99099 1.26951 1.32309
C -1.26312 -0.40873 1.58217
N -1.78263 -1.32044 0.79685
O -2.01931 -1.05782 -0.60369
H 0.42757 -0.60055 -2.17308
H -0.26152 1.16320 -2.38254
H 2.01473 1.08239 -0.89729
H 2.03915 -0.44127 0.89529
H 0.40695 -1.41346 -0.03913
H 1.44401 1.27540 1.17289
H -1.18663 -0.86090 2.69428
H -1.52476 -0.19911 -0.78040
*
```

Values from the calculation:
HOMO level: -9.14 eV
Total energy: -20135.3262 eV
SMILES: N[C@@H]1C[C@@H]1S/C=N\O

=====

[8]
Here is a structure of composition C33H44BrClNO6SeW at a distorted geometry from OMol25. Energies are from the ωB97M-V functional and the def2-TZVPD basis.

```
! RIJCOSX wB97M-V def2-TZVPD def2/J DEFGRID3
* xyz 1 3
W -0.11256 -1.08862 -1.87048
C 2.89002 5.52031 -1.66972
C 2.86020 4.20794 -0.80567
C 4.35163 3.76873 -0.74530
C 2.25292 4.61158 0.55588
C 1.86737 3.21848 -1.41057
C 1.91669 1.83730 -1.24010
C 0.96119 0.99770 -1.73931
Se 2.33198 -1.62083 -0.21711
C 1.27982 -1.68823 1.32815
C 1.68196 -2.34994 2.48697
C 0.73507 -2.62353 3.50940
C -0.42964 -1.87673 3.48339
C -0.82882 -1.01116 2.40005
C 0.02883 -1.07610 1.25600
O -0.32197 -0.58145 0.06925
C -2.22665 -0.36645 2.52506
C -2.24196 0.93069 1.62618
C -2.58593 -0.07684 3.99496
C -3.21035 -1.38926 1.91826
C 1.07153 -3.61079 4.65519
C -0.11804 -3.86592 5.58257
C 2.12273 -3.03957 5.54847
C 1.53304 -4.94918 3.97079
C 0.02392 1.53132 -2.59213
O -0.95919 0.66953 -2.83415
C -0.08823 2.87870 -2.89488
C 0.76466 3.69612 -2.09309
C -1.00278 3.43162 -3.87765
C -2.38763 3.56436 -3.14255
C -1.04841 2.53661 -5.12061
C -0.52107 4.82733 -4.23721
H 3.75996 6.11284 -1.30823
H 2.02640 6.22025 -1.50989
H 2.98367 5.36516 -2.76013
H 4.89329 4.40912 -0.02988
H 4.79847 4.07160 -1.69439
H 4.59678 2.74623 -0.57849
H 2.70037 4.07410 1.37224
H 1.17219 4.43544 0.65297
H 2.27803 5.69965 0.79538
H 2.66870 1.47172 -0.54528
H 2.63534 -2.83306 2.55672
H -1.11472 -1.98542 4.28233
H -1.58133 1.69265 2.03482
H -3.28335 1.31962 1.55763
H -1.96032 0.58017 0.62215
H -1.78611 0.26577 4.68541
H -3.01582 -0.92371 4.47132
H -3.35299 0.74881 4.02915
H -3.02825 -1.51024 0.85495
H -4.26380 -1.08720 1.93447
H -3.14796 -2.39792 2.39427
H -0.51343 -2.93222 5.98248
H 0.17775 -4.49418 6.44228
H -0.92808 -4.40802 5.02628
H 1.66958 -2.37338 6.32551
H 2.97878 -2.57220 5.07157
H 2.42750 -3.94974 6.11584
H 1.01014 -5.19713 3.03346
H 1.43822 -5.76453 4.71854
H 2.57385 -4.83789 3.58450
H 0.55548 4.75953 -2.09642
H -2.71073 2.54216 -2.95938
H -3.21754 3.94528 -3.80663
H -2.25561 4.10112 -2.22706
H -1.42072 1.57555 -4.85998
H -0.01291 2.58441 -5.52837
H -1.73663 2.93754 -5.91552
H -0.81389 5.50484 -3.40679
H -0.99231 5.12978 -5.18455
H 0.55625 4.86853 -4.38199
O -3.49942 -0.28882 -3.43265
Cl -2.67960 -1.47872 -3.19160
O -3.44562 -2.67019 -3.21931
O -1.53041 -1.51647 -4.08389
O -2.12762 -1.43679 -1.67829
Br 1.79714 -1.13745 -3.57167
C -0.29526 -3.17495 -2.19342
C -0.53576 -4.17329 -3.21041
C -0.80495 -5.43958 -2.72907
C -0.75140 -5.72969 -1.34848
C -0.43666 -4.70698 -0.48751
N -0.31460 -3.43986 -0.92973
H -0.45922 -4.01937 -4.22196
H -1.05221 -6.21446 -3.48034
H -0.84820 -6.72060 -0.99723
H -0.37076 -4.76155 0.60423
*
```

Values from the calculation:
HOMO level (alpha / beta): -11.26 / -11.20 eV
Total energy: -198429.2616 eV